Formula: C42H32FN12O5S4SeTi
Source: OMol25
Level of theory: ωB97M-V/def2-TZVPD

```
98
Properties=species:S:1:pos:R:3:mulliken_charge:R:1
H -0.63 3.26 -4.08 0.510
H 3.74 0.47 3.71 0.360
N -3.49 -0.71 0.08 0.042
C -3.64 0.47 0.54 0.325
C -2.92 -0.02 -6.10 0.187
H -4.24 -3.86 4.99 0.516
H 6.06 -1.49 -5.34 0.354
C -5.11 -2.20 2.12 0.811
O -0.50 0.00 0.82 1.086
H -5.94 -0.94 0.63 0.477
C 4.17 1.65 -4.22 0.387
H 2.20 1.81 -1.51 0.509
C 3.95 -2.73 2.71 -0.068
N 2.75 4.34 5.31 -0.894
S -2.97 2.04 0.09 -0.378
O -0.77 3.05 -1.41 -0.709
C 3.92 3.58 0.72 -1.244
H 0.00 -0.98 3.11 0.808
H 4.89 3.96 0.96 0.595
H -3.01 2.42 -3.70 0.502
C -4.58 -4.75 3.16 -0.473
C 3.23 4.11 3.03 0.794
C -4.43 -3.63 3.98 -0.955
N 3.68 -2.55 1.45 0.065
O -3.57 -0.66 -6.86 -0.579
C 1.66 3.11 1.48 -0.024
H 7.22 0.55 -4.38 0.417
H 4.37 -1.97 4.63 0.441
H -1.17 -1.08 -6.32 0.252
H -0.38 -1.36 -2.56 -0.156
S 3.14 -1.14 -0.71 -0.306
S 3.24 3.01 -3.91 -0.372
C -1.09 -3.96 1.87 -0.841
C -0.70 -1.28 1.21 0.133
H 3.60 -3.29 0.79 0.236
H 4.05 -3.78 3.04 0.380
C -0.38 2.13 -2.23 1.564
N 3.41 -0.25 1.87 -0.117
C -1.06 -2.14 -2.25 -1.096
C 0.99 3.35 3.82 0.478
C 4.02 -1.75 3.63 -1.013
Ti -0.61 1.58 0.16 -0.393
N -0.53 2.51 2.16 0.653
N 4.37 4.66 3.35 -0.791
N -2.79 -0.94 -1.10 -0.705
C 2.91 3.68 1.73 0.436
C -1.79 -1.69 -1.04 0.814
H 0.60 2.03 -4.17 -0.052
H -5.18 -5.50 1.17 0.312
C 5.50 -0.59 -5.03 -0.796
N -1.31 1.33 -4.19 0.440
C -0.39 -1.68 2.47 -0.823
H 0.17 3.63 5.76 0.505
C -5.71 -0.91 1.69 -1.375
H 4.30 2.66 -1.16 0.415
C -1.50 2.39 3.10 0.181
C 2.32 3.91 4.18 0.435
C 2.33 2.36 -0.57 -0.057
H -4.46 -5.71 3.56 0.518
C 3.59 2.85 -0.37 -0.889
O -0.16 0.97 -1.78 -0.622
C 4.13 -0.53 -5.06 0.207
C 0.66 3.01 2.51 0.295
C -4.97 -4.59 1.82 -0.632
H 2.54 0.45 -4.54 0.075
C -1.30 -2.22 0.29 -0.182
C -1.49 -3.52 0.62 0.056
H -1.98 -4.28 -0.02 0.489
C -4.72 -2.38 3.44 -0.117
H -0.48 -3.08 -2.03 0.443
Se 4.43 5.03 5.04 0.307
C -5.24 -3.34 1.34 -0.097
H -5.57 -3.21 0.27 0.207
H -4.70 -1.52 4.07 0.424
H -2.48 2.04 2.80 -0.055
C -0.70 0.33 -4.94 0.210
H 3.55 -1.38 -5.45 0.381
N -1.56 -0.28 -5.82 -0.050
C -0.49 -3.07 2.78 -0.946
O 0.50 0.08 -4.96 -0.639
H -2.12 2.72 5.19 0.423
H -1.72 -2.23 -3.09 0.386
C -0.04 3.28 4.74 -0.589
C -1.32 2.80 4.41 -1.162
C -0.36 2.30 -3.73 -1.374
C 3.39 -1.28 0.96 -0.257
C 6.14 0.53 -4.51 0.002
S -4.80 0.66 1.90 -0.106
C -3.36 1.07 -5.26 0.310
H -6.66 -0.82 2.19 0.589
H -0.29 -3.40 3.81 0.475
N 1.36 2.48 0.31 0.864
N 5.52 1.59 -4.06 -0.565
C 3.70 -0.47 3.11 0.321
F -4.63 1.52 -5.41 -0.319
H -1.26 -4.98 2.24 0.404
N 3.54 0.55 -4.68 0.216
C -2.57 1.75 -4.38 -0.204
```

Values from the calculation:
2S+1 = 1
ΔE to the lowest compared entry with this formula, charge and spin = 15.0 kcal per mole
total charge = +1
electronic energy = -7596.43686 Ha
frontier orbital gap = 6.3 eV
HOMO energy = -0.372 Eh



Formula: C2H4N2S2
Source: OMol25
Level of theory: ωB97M-V/def2-TZVPD

```
10
Properties=species:S:1:pos:R:3:mulliken_charge:R:1
N 0.94 -0.56 -0.17 -0.321
H -1.74 2.48 0.73 0.300
S -2.37 -0.94 -0.30 -0.112
N -2.32 0.71 0.25 -0.251
H 2.10 -2.05 0.45 0.304
H 3.14 -0.29 0.16 0.177
H -1.02 -0.93 -1.04 0.200
C 2.12 -1.02 0.22 -0.253
C -1.33 1.41 0.20 -0.036
S 0.46 1.19 -0.50 -0.008
```

Values from the calculation:
SMILES = C=NS/C=N\S
2S+1 = 1
ΔE to the lowest compared entry with this formula, charge and spin = 116.3 kcal per mole
total charge = 0
electronic energy = -984.32952 Ha
frontier orbital gap = 9.1 eV
HOMO energy = -0.327 Eh



Formula: C3H5FN2S2
Source: OMol25
Level of theory: ωB97M-V/def2-TZVPD

```
13
Properties=species:S:1:pos:R:3:mulliken_charge:R:1
H 1.11 1.53 1.67 0.191
C -0.62 -1.50 -0.33 -0.412
N 0.88 -0.37 0.98 -0.170
H -1.71 -1.66 -0.24 0.262
C -0.11 -0.14 0.18 0.410
F -0.39 -1.45 -1.74 -0.292
S 0.16 2.68 0.14 -0.404
N 1.46 0.54 1.67 -0.305
C -0.40 1.19 -0.52 0.191
H -1.47 -0.12 -2.03 0.204
S -1.20 1.36 -2.11 -0.172
H 0.05 -2.24 0.17 0.282
H 2.24 0.17 2.15 0.214
```

Values from the calculation:
SMILES = N/N=C(/CF)C(=S)S
2S+1 = 1
ΔE to the lowest compared entry with this formula, charge and spin = 56.0 kcal per mole
total charge = 0
electronic energy = -1122.96770 Ha
frontier orbital gap = 7.9 eV
HOMO energy = -0.317 Eh



Formula: C17H53AgF3O13
Source: OMol25
Level of theory: ωB97M-V/def2-TZVPD

```
87
Properties=species:S:1:pos:R:3:mulliken_charge:R:1
H 1.41 -2.12 -0.75 0.317
O -1.21 2.40 1.67 -0.099
C -1.30 -4.74 0.04 -0.552
H 3.29 -2.46 3.88 0.312
H -0.96 -1.88 0.15 -0.275
C 2.21 -2.42 4.07 -0.434
H -2.70 -2.41 3.11 0.045
Ag 0.25 2.84 -0.07 0.385
H -3.42 1.17 0.09 0.147
H -0.42 -1.62 1.77 0.452
C -4.49 -1.77 -0.96 -0.331
H -3.81 -1.89 -1.80 0.252
H -3.20 -0.62 2.88 0.019
O 5.91 -3.30 1.17 -0.564
H -1.63 3.24 3.50 0.363
H 2.09 0.25 -1.99 -0.009
H 3.99 0.15 -4.06 0.323
H 5.03 0.30 0.01 0.193
H 3.21 3.93 -2.00 0.353
O 5.44 2.26 0.64 -0.563
H 3.92 -3.19 0.79 0.205
C -0.85 2.62 3.06 -0.855
H 2.12 4.56 -3.34 0.255
H 4.13 -0.83 -2.61 0.185
C -0.64 -1.10 0.84 -0.736
H 2.01 -1.88 0.94 0.023
H -1.12 -5.68 0.57 0.334
H -0.85 1.69 3.63 0.267
C 4.81 -2.57 0.63 -0.312
H -2.53 0.90 -1.35 0.097
H -2.70 5.30 -0.79 0.375
O -4.94 -2.97 -0.42 -0.572
H 3.91 1.14 1.22 0.212
H -0.38 -4.16 0.07 0.175
H 0.92 0.22 1.24 0.109
O -1.15 -0.79 -2.95 -0.567
H 6.74 -2.88 0.96 0.300
O 1.79 -2.96 5.36 -0.524
F -1.13 4.26 -3.57 -0.224
C -1.16 -2.20 -2.96 -0.279
C -3.38 2.84 -1.36 -0.737
H -4.34 -1.91 3.03 0.361
H -0.67 -0.51 -2.17 -0.039
C 0.62 -0.38 0.38 1.319
C -1.88 4.71 -1.21 0.231
C 3.42 -0.37 -3.29 -0.669
O 0.29 0.52 -0.71 0.674
H 1.99 5.06 -1.64 0.284
H -1.99 -2.75 -3.41 0.387
H 0.83 -2.94 5.36 0.289
H 4.97 -2.34 -0.42 0.251
C 4.56 1.23 0.35 -0.148
O -0.69 4.94 -0.46 -0.506
C 2.20 4.22 -2.30 -0.822
H -3.70 2.82 -2.40 0.388
O 1.44 3.09 -1.97 0.271
H 1.92 -1.39 3.92 0.249
O -2.24 -4.04 0.79 -0.376
H 1.78 2.36 -2.49 0.191
H -1.61 -5.01 -0.98 0.242
O 2.60 0.61 -2.73 -0.549
H 3.96 1.53 -0.51 0.043
C -1.88 5.08 -2.79 0.677
F -1.40 6.28 -3.06 -0.279
H -0.27 -2.67 -3.37 0.323
C -3.36 -1.58 3.37 -0.163
F -3.12 5.05 -3.23 -0.229
H 2.57 -0.87 -0.35 0.136
O -2.05 3.32 -1.07 0.047
H 2.81 -1.18 -3.68 0.264
O -3.34 -1.36 4.77 -0.562
C 1.68 -1.39 0.02 -1.208
H -3.82 -1.30 -0.23 -0.021
H 0.08 3.16 3.20 0.285
H -1.01 -2.47 -1.92 -0.201
H 4.70 -1.62 1.14 0.134
H -2.16 2.59 1.67 0.149
H -4.24 0.82 -1.50 0.412
H -5.31 -1.15 -1.32 0.390
H 1.77 -2.95 3.23 0.109
C -3.44 1.36 -0.98 -0.626
H -3.96 -0.67 5.01 0.310
H -4.21 3.24 -0.77 0.298
H -1.93 -3.90 1.69 0.202
H 4.93 3.05 0.82 0.311
H -1.51 -0.47 1.03 -0.191
H -4.18 -3.43 -0.08 0.298
```

Values from the calculation:
expectation value of S² = 2.01
2S+1 = 3
total charge = +1
electronic energy = -2103.58043 Ha
frontier orbital gap (spin up / spin down) = 8.9 / 5.7 eV
HOMO energy (spin up / spin down) = -0.443 / -0.443 Eh



Formula: C25H30BBr2N8O2Tl
Source: OMol25
Level of theory: ωB97M-V/def2-TZVPD

```
69
Properties=species:S:1:pos:R:3:mulliken_charge:R:1
O -2.82 0.20 -1.42 -0.576
C 0.14 -3.08 -1.50 -0.499
C 4.40 0.14 -0.10 -0.324
C -2.99 -0.67 -2.31 0.697
O -2.10 0.92 2.28 -0.766
H -1.13 3.89 1.95 0.195
H -3.73 -2.71 -2.14 0.294
H 1.16 3.39 1.47 -0.595
C -2.55 -0.13 2.81 0.651
H -4.76 -1.40 -1.42 0.310
H 2.06 5.70 1.72 0.483
N 0.64 -1.86 -1.28 0.295
C -4.52 -1.27 3.84 -0.374
H 1.75 3.42 -4.65 0.366
C 0.51 3.58 -0.47 -1.235
C 0.07 -2.68 2.38 0.535
C 2.90 0.81 1.37 -0.539
C -0.57 -3.88 2.78 -0.752
C 1.97 -2.87 -2.71 -0.228
H -0.78 -3.45 -1.05 0.539
H 0.82 -4.79 -2.75 0.399
C 1.53 -2.68 2.05 -0.628
H -0.45 5.48 2.19 0.367
N 3.15 -0.03 -0.63 0.032
N -2.18 -0.76 -3.42 -0.245
H 5.06 1.03 1.88 0.402
H 5.27 -0.12 -0.66 0.419
H 3.71 -0.69 -2.74 -0.261
C 0.74 4.19 0.84 2.568
N 2.24 0.38 0.32 0.431
C -3.90 -0.11 3.44 -0.272
H -2.19 -1.58 -4.01 0.222
C 0.96 -3.79 -2.38 -1.154
C 1.83 5.28 0.72 -2.005
H 1.87 -3.72 1.92 0.351
H -1.29 -0.25 -3.36 0.349
N 0.52 0.89 -2.95 -0.442
C -3.85 -2.49 3.78 0.125
H 0.03 -4.79 2.77 0.338
H -2.39 -4.75 3.45 0.305
H -0.46 3.68 -0.97 0.004
C 0.34 2.00 -3.63 -0.260
N -0.57 -1.51 2.36 -0.270
Tl -0.64 0.76 0.09 0.675
H -4.69 -1.67 -3.18 0.394
C -2.56 -2.61 3.26 1.208
Br -4.78 -4.01 4.42 -0.331
H -0.66 2.40 -3.82 0.389
C 4.29 0.70 1.20 -1.197
H 1.68 -2.10 1.13 -0.197
C -1.88 -3.84 3.19 -0.923
H 2.76 4.84 0.33 0.324
H 2.09 -2.20 2.85 0.298
N 1.77 -1.74 -2.03 -0.049
H 1.53 6.12 0.09 0.399
C -0.57 4.68 1.43 -1.389
N 1.90 0.75 -2.78 0.266
H 1.33 2.95 -0.82 -0.032
H 2.81 -2.92 -3.39 0.400
H 2.38 1.17 2.27 0.453
H -1.20 5.09 0.63 0.307
B 2.72 -0.43 -2.13 0.263
Br -4.86 1.48 3.69 -0.227
H 3.59 1.77 -3.51 0.398
C 1.56 2.55 -4.03 -0.989
C -1.84 -1.43 2.80 -0.557
C -4.12 -1.68 -2.25 -1.315
H -5.51 -1.28 4.27 0.386
C 2.51 1.73 -3.49 -0.203
```

Values from the calculation:
2S+1 = 1
ΔE to the lowest compared entry with this formula, charge and spin = 0.0 kcal per mole
total charge = -2
electronic energy = -6904.59920 Ha
frontier orbital gap (spin up / spin down) = 2.9 / 2.9 eV
HOMO energy (spin up / spin down) = 0.039 / 0.039 Eh



Formula: C4HF4O3P
Source: OMol25
Level of theory: ωB97M-V/def2-TZVPD

```
13
Properties=species:S:1:pos:R:3:mulliken_charge:R:1
F -1.36 -1.74 0.64 -0.356
C -0.03 1.30 0.61 -1.206
O 2.33 1.34 0.78 -0.803
F -1.59 1.16 -1.18 -0.381
O 1.53 -0.96 -1.76 -0.751
C -0.68 -0.88 -0.22 0.437
F -2.24 0.40 0.73 -0.344
C 1.24 0.82 0.45 0.507
O 1.83 -2.00 0.48 -0.792
P 1.27 -0.90 -0.33 0.700
F -1.13 -1.28 -1.42 -0.312
H -0.10 2.20 1.17 0.310
C -1.08 0.53 0.06 0.991
```

Values from the calculation:
SMILES = O=[P@]1([O-])C([O-])=CC(F)(F)C1(F)F
2S+1 = 1
total charge = -2
electronic energy = -1119.61792 Ha
frontier orbital gap = 7.0 eV
HOMO energy = -0.004 Eh